1.
17
Properties=species:S:1:pos:R:3 method="wB97M-V/def2-TZVPD" smiles="C[NH+](C)C1=CN=NC1=O" energy_ev=-11821.290 total_charge=+1 multiplicity=1 e_homo_ev=-14.020 lumo_energy_ev=-5.92 homo_lumo_gap_ev=8.10 e_above_lowest_kcal_mol=107.7
C -1.609 0.400 1.000
N -0.576 -0.386 0.268
C -1.069 -0.800 -1.064
C 0.736 0.234 0.035
C 1.172 1.447 -0.231
N 2.611 1.282 -0.476
N 3.093 0.213 -0.212
C 2.140 -0.704 0.379
O 2.164 -1.835 0.741
H -1.771 1.187 0.377
H -2.519 -0.252 1.006
H -1.139 0.845 1.873
H -0.406 -1.342 0.810
H -0.838 -1.837 -1.253
H -2.174 -0.749 -1.037
H -0.684 -0.218 -1.874
H 0.869 2.516 -0.344


2.
10
Properties=species:S:1:pos:R:3 method="wB97M-V/def2-TZVPD" smiles="O=C1SC[C@H]1O" energy_ev=-18103.946 multiplicity=1 e_homo_ev=-9.689 lumo_energy_ev=-0.06 homo_lumo_gap_ev=9.62 e_above_lowest_kcal_mol=48.9
O 0.264 -2.044 0.214
C 0.249 -0.833 0.051
S 1.330 0.457 -0.705
C -0.063 1.355 0.096
C -0.723 0.150 0.668
O -2.058 0.149 0.212
H -0.532 1.866 -0.717
H 0.289 2.109 0.774
H -0.794 0.212 1.805
H -2.672 -0.366 1.120


3.
60
Properties=species:S:1:pos:R:3 method="wB97M-V/def2-TZVPD" energy_ev=-111647.395 total_charge=+1 multiplicity=1 e_homo_ev=-11.637 lumo_energy_ev=-2.81 homo_lumo_gap_ev=8.82 e_above_lowest_kcal_mol=0.0
Ga -8.564 -11.564 1.711
C -11.891 -13.932 -1.863
Si -13.014 -13.854 -0.392
C -13.207 -15.596 0.198
C -14.642 -13.118 -0.899
C -12.261 -12.798 1.033
C -12.975 -12.760 2.221
C -12.569 -12.149 3.373
C -11.304 -11.573 3.394
N -10.530 -11.621 2.313
C -11.020 -12.153 1.155
S -9.857 -11.989 -0.136
H -12.328 -14.600 -2.593
H -10.894 -14.286 -1.599
H -11.755 -12.968 -2.401
H -13.552 -16.230 -0.612
H -13.910 -15.733 0.982
H -12.252 -15.999 0.545
H -15.085 -13.650 -1.772
H -14.539 -12.034 -1.130
H -15.396 -13.220 -0.114
H -13.955 -13.245 2.236
H -13.185 -12.170 4.280
H -10.842 -11.170 4.291
C -5.928 -8.494 0.789
C -6.009 -9.863 1.480
C -4.595 -10.401 1.646
O -6.779 -10.822 0.726
C -6.750 -9.691 2.815
O -6.312 -8.963 3.662
O -7.932 -10.332 2.920
H -5.276 -8.586 -0.081
H -5.496 -7.788 1.535
H -6.908 -8.109 0.513
H -4.121 -10.560 0.693
H -4.591 -11.353 2.184
H -3.984 -9.718 2.219
H -6.761 -10.574 -0.204
C -6.090 -16.272 2.590
N -6.645 -16.057 1.271
C -7.969 -16.733 1.155
N -8.900 -16.328 2.188
C -8.292 -16.607 3.484
N -7.006 -15.936 3.668
C -7.070 -14.500 3.842
P -7.872 -13.812 2.258
C -6.766 -14.618 1.001
C -9.306 -14.930 2.082
H -5.173 -15.687 2.697
H -5.822 -17.323 2.660
H -7.853 -17.815 1.214
H -8.350 -16.541 0.147
H -8.117 -17.695 3.549
H -8.958 -16.310 4.296
H -6.074 -14.090 3.885
H -7.677 -14.199 4.707
H -5.785 -14.180 1.013
H -7.147 -14.447 0.017
H -9.706 -14.733 1.071
H -10.096 -14.694 2.805


4.
8
Properties=species:S:1:pos:R:3 method="wB97M-V/def2-TZVPD" energy_ev=-14227.902 multiplicity=1 e_homo_ev=-11.903 lumo_energy_ev=-0.02 homo_lumo_gap_ev=11.88 e_above_lowest_kcal_mol=76.0
F -1.955 -0.733 1.360
N -1.337 0.433 1.106
N -1.808 1.516 1.103
F -3.081 1.747 1.573
O -0.892 -0.249 -1.463
C -0.027 0.245 -0.881
F 0.106 1.596 -0.760
H 1.028 -0.193 -0.573


5.
68
Properties=species:S:1:pos:R:3 method="wB97M-V/def2-TZVPD" smiles="COc1ccc(-n2nc(C(=O)NCC(=O)N[C@H]3CCC[C@H](C)[C@@H]3C)c3ccccc3c2=O)c(OC)c1" energy_ev=-44717.450 multiplicity=1 e_homo_ev=-8.087 lumo_energy_ev=-0.12 homo_lumo_gap_ev=7.97 e_above_lowest_kcal_mol=56.1
C 4.035 -3.928 4.257
O 3.664 -4.526 3.037
C 2.937 -3.809 2.144
C 2.593 -4.469 0.965
C 1.850 -3.818 0.006
C 1.435 -2.508 0.196
N 0.649 -1.854 -0.790
N 0.964 -0.593 -1.006
C 0.290 0.170 -1.808
C 0.700 1.604 -1.770
O 0.098 2.502 -2.347
N 1.772 1.829 -0.983
C 2.101 3.153 -0.497
C 1.126 3.453 0.654
O 1.441 3.350 1.824
N -0.109 3.741 0.214
C -1.284 3.625 1.059
C -2.412 4.452 0.438
C -3.772 3.985 0.940
C -4.053 2.542 0.499
C -2.766 1.746 0.244
C -3.050 0.245 0.245
C -1.662 2.129 1.239
C -1.999 1.804 2.693
C -0.837 -0.327 -2.553
C -1.592 0.425 -3.461
C -2.661 -0.149 -4.112
C -3.008 -1.479 -3.881
C -2.276 -2.235 -2.995
C -1.186 -1.673 -2.327
C -0.444 -2.501 -1.375
O -0.735 -3.644 -1.085
C 1.792 -1.823 1.371
O 1.381 -0.534 1.495
C 1.741 0.191 2.653
C 2.537 -2.490 2.337
H 4.678 -3.056 4.099
H 3.159 -3.637 4.845
H 4.593 -4.690 4.799
H 2.916 -5.487 0.827
H 1.577 -4.332 -0.901
H 2.090 1.031 -0.447
H 1.976 3.870 -1.311
H 3.129 3.161 -0.136
H -0.273 3.681 -0.786
H -1.008 4.034 2.036
H -2.262 5.506 0.674
H -2.379 4.349 -0.649
H -3.787 4.062 2.029
H -4.551 4.647 0.559
H -4.650 2.037 1.260
H -4.642 2.544 -0.421
H -2.390 2.001 -0.754
H -3.547 -0.061 1.162
H -2.125 -0.321 0.152
H -3.694 -0.016 -0.593
H -0.773 1.539 0.983
H -2.136 0.734 2.817
H -2.901 2.309 3.022
H -1.176 2.115 3.334
H -1.325 1.454 -3.637
H -3.239 0.439 -4.809
H -3.850 -1.913 -4.398
H -2.518 -3.268 -2.792
H 2.826 0.208 2.791
H 1.395 1.212 2.492
H 1.262 -0.220 3.546
H 2.798 -1.978 3.247


6.
16
Properties=species:S:1:pos:R:3 method="wB97M-V/def2-TZVPD" energy_ev=-6379.779 multiplicity=1 e_homo_ev="-7.219 / -7.220" lumo_energy_ev="0.57 / 0.57" homo_lumo_gap_ev="7.78 / 7.79" e_above_lowest_kcal_mol=94.1
C -1.710 -1.101 -0.442
C -0.818 0.010 0.066
C 0.728 1.064 -1.335
C 1.657 1.134 -0.239
C 1.433 0.556 0.953
C 0.232 -0.342 1.077
H -2.256 -1.541 0.408
H -1.137 -1.906 -0.911
H -2.465 -0.753 -1.155
H -1.407 0.879 0.387
H 1.082 0.472 -2.186
H -0.381 0.860 -1.022
H 2.600 1.653 -0.428
H 2.126 0.650 1.782
H 0.531 -1.395 0.967
H -0.215 -0.239 2.076